Version 1
Formula: C5H13N2O
Source: the OMol25 dataset
Level of theory: wB97M-V/def2-TZVPD

The geometry in ORCA input format:
```
! wB97M-V def2-TZVPD RIJCOSX def2/J DEFGRID3
* xyz 1 3
C 1.2984 -0.7823 -0.4389
C -0.1724 0.0384 0.7393
C 2.6356 -0.0972 -0.4728
C -1.9503 0.8949 -0.8718
C -1.5805 -0.1075 0.1985
N 0.1455 1.2427 1.2762
N 0.6202 -1.1819 0.8578
O -1.9079 -1.3993 -0.0589
H 0.8188 -1.0569 -1.3253
H 2.9431 -0.1176 -1.5554
H 3.4599 -0.6324 0.0514
H 2.5848 1.0186 -0.0246
H -1.3931 0.6062 -1.7410
H -1.7004 1.8213 -0.4931
H -2.9457 0.9415 -1.2479
H -2.2697 0.2302 0.9862
H 0.0947 2.0851 0.7819
H 0.8742 1.4073 1.9588
H -0.0100 -1.9947 0.5427
H 0.9680 -1.5928 1.6948
H -2.5131 -1.3236 -0.8579
*
```

- Gap between HOMO and LUMO (spin up / spin down): 6.963 / 8.846 eV
- E_LUMO (spin up / spin down): -3.037 / -5.411 eV
- HOMO level (spin up / spin down): -0.368 / -0.524 Ha

Version 2
Formula: C5H13N2O
Source: the OMol25 dataset
Level of theory: wB97M-V/def2-TZVPD

The geometry in ORCA input format:
```
! wB97M-V def2-TZVPD RIJCOSX def2/J DEFGRID3
* xyz 1 3
C 2.0362 1.0992 -0.6245
C 1.2936 -0.6774 0.7457
C -0.8786 0.0001 -0.2147
C -1.3575 -1.3986 -0.3450
C -1.4080 0.8450 0.8899
N 1.7345 0.5773 0.5485
N -0.3608 0.6067 -1.2754
O 1.5663 -1.5963 -0.2231
H 2.2597 2.1450 -0.6892
H 2.3003 0.4379 -1.4274
H 1.1486 -1.0059 1.7632
H -2.3000 -1.3977 -0.8947
H -1.5424 -1.8410 0.6288
H -0.6532 -2.0178 -0.8965
H -2.4860 0.9515 0.7532
H -0.9719 1.8402 0.8903
H -1.2629 0.3819 1.8609
H 1.6125 1.2134 1.3326
H -0.2401 1.6055 -1.3225
H -0.1046 0.0613 -2.0850
H 2.0689 -2.3479 0.1148
*
```

- Gap between HOMO and LUMO (spin up / spin down): 5.908 / 10.075 eV
- E_LUMO (spin up / spin down): -3.345 / -5.227 eV
- HOMO level (spin up / spin down): -0.340 / -0.562 Ha

Tell me which of them is the least stable. Sure, it is version 1.